No. 1
The following is a quantum chemistry calculation of a 2-piece molecular cluster, C5H16N3 overall at a distorted geometry, from OMol25.

Positions of all 24 atoms, in Å:
C1 0.691 0.489 3.163
C2 -0.382 -0.503 3.572
H1 1.283 0.865 3.991
H2 1.351 0.045 2.414
H3 0.199 1.358 2.731
H4 -1.163 -0.446 2.774
H5 -0.947 -0.132 4.428
H6 -0.061 -1.539 3.599
C3 -0.916 -1.066 -0.749
C4 -2.416 -1.212 -0.962
C5 0.833 0.593 -1.455
N1 -0.390 -0.025 -1.595
N2 1.716 0.104 -0.631
N3 0.991 1.743 -2.100
H7 -0.662 -0.832 0.298
H8 -0.459 -2.009 -1.043
H9 -3.021 -0.316 -0.864
H10 -2.730 -2.017 -0.306
H11 -0.996 0.265 -2.358
H12 1.287 -0.609 -0.059
H13 2.579 0.612 -0.494
H14 0.401 1.936 -2.900
H15 1.805 2.321 -1.929
H16 -2.608 -1.647 -1.942

As for the expectation value of S²: 0.758. The total charge is +2. As for the spin multiplicity: 2. Its energy relative to the best compared isomer or geometry (same formula, charge and spin) is 2.030 eV. The gap between HOMO and LUMO (alpha / beta) is 9.154 / 3.279 eV.

No. 2
The following is a quantum chemistry calculation of an isolated ion of composition C5H16N3O3 and charge +1 at a distorted geometry, from OMol25.

Positions of all 27 atoms, in Å:
C1 1.228 2.600 -0.076
N1 1.492 1.246 0.361
C2 1.345 0.188 -0.437
N2 -0.279 -0.196 -0.773
C3 -1.436 -0.264 0.313
C4 -2.838 -0.471 -0.365
N3 -4.001 0.073 0.300
C5 1.863 -1.128 0.148
O1 1.245 -1.369 1.392
O2 1.602 -2.144 -0.796
O3 3.205 -0.856 0.228
H1 1.961 2.979 -0.727
H2 0.231 2.676 -0.557
H3 1.346 3.328 0.751
H4 1.502 0.951 1.293
H5 1.810 0.359 -1.436
H6 -0.316 -1.015 -1.285
H7 -0.740 0.477 -1.244
H8 -1.197 -1.102 0.962
H9 -1.405 0.610 0.972
H10 -2.777 0.087 -1.393
H11 -2.949 -1.503 -0.436
H12 -4.283 -0.388 1.139
H13 -3.938 0.988 0.629
H14 1.126 -2.253 1.489
H15 2.513 -2.304 -1.081
H16 3.691 -1.569 0.630

Its structure (SMILES) is CN[C@H]([NH2+]CCN)C(O)(O)O. The total charge is +1. Its energy relative to the best compared isomer or geometry (same formula, charge and spin) is 2.875 eV. The gap between HOMO and LUMO is 10.268 eV.

No. 3
The following is a quantum chemistry calculation of a 2-piece molecular cluster, C5H16N4 overall at a distorted geometry, from OMol25.

Positions of all 25 atoms, in Å:
H1 2.474 2.300 -1.214
N1 1.491 2.001 -1.398
N2 0.649 2.466 -0.658
N3 0.951 3.280 0.325
H2 0.201 3.642 0.889
H3 1.912 3.582 0.509
C1 1.677 -0.304 1.219
C2 0.154 -0.233 1.265
C3 -0.560 -0.534 -0.099
N4 0.291 -0.957 -1.193
C4 -1.642 -1.603 0.105
C5 -2.526 -1.751 -1.124
H4 2.076 0.281 0.392
H5 2.091 0.085 2.149
H6 2.018 -1.332 1.101
H7 -0.138 0.771 1.590
H8 -0.204 -0.935 2.019
H9 -1.042 0.387 -0.441
H10 0.850 -0.184 -1.530
H11 0.905 -1.712 -0.910
H12 -1.148 -2.556 0.312
H13 -2.251 -1.342 0.973
H14 -3.112 -0.846 -1.279
H15 -3.211 -2.589 -1.003
H16 -1.907 -1.917 -2.002

Its structure (SMILES) is [H]/N=N\N.CCC(N)CC. Its energy relative to the best compared isomer or geometry (same formula, charge and spin) is 2.446 eV. The gap between HOMO and LUMO is 9.428 eV.

No. 4
The following is a quantum chemistry calculation of C5H16N4 as an isolated structure at a distorted geometry, from OMol25.

Positions of all 25 atoms, in Å:
C1 -1.860 0.447 0.502
C2 -2.798 1.374 1.236
N1 -2.398 -0.301 -0.498
N2 -0.850 1.579 -0.594
H1 -1.100 0.011 1.163
H2 -1.456 0.952 -1.302
H3 -1.927 -1.197 -0.598
H4 -0.893 2.597 -0.591
H5 0.117 1.244 -0.595
H6 -3.267 0.831 2.057
H7 -2.255 2.236 1.636
H8 -3.575 1.733 0.562
C3 1.026 -1.818 -1.514
N3 1.932 0.196 -0.523
C4 1.550 -1.137 -0.283
N4 2.666 0.924 0.441
C5 1.565 -1.702 0.925
H9 2.328 0.343 -1.443
H10 2.028 1.220 1.174
H11 3.382 0.336 0.869
H12 0.692 -2.826 -1.283
H13 0.180 -1.262 -1.924
H14 1.799 -1.881 -2.285
H15 1.916 -1.191 1.808
H16 1.197 -2.706 1.060

Its energy relative to the best compared isomer or geometry (same formula, charge and spin) is 3.838 eV. The gap between HOMO and LUMO is 8.601 eV.

No. 5
The following is a quantum chemistry calculation of a 2-piece molecular cluster, C5H16NO overall, from OMol25.

Positions of all 23 atoms, in Å:
C1 -0.346 1.520 2.176
N1 0.624 1.305 1.059
C2 1.095 2.587 0.444
H1 -0.622 0.564 2.609
H2 0.129 2.138 2.931
H3 -1.220 2.017 1.765
H4 0.172 0.708 0.356
H5 1.417 0.742 1.374
H6 0.233 3.065 -0.008
H7 1.847 2.364 -0.307
H8 1.531 3.193 1.231
C3 -0.305 -1.907 -2.388
C4 -0.597 -1.247 -1.058
C5 0.242 -1.790 0.086
O1 -1.961 -1.362 -0.658
H9 -1.095 -1.693 -3.108
H10 -0.194 -2.988 -2.288
H11 0.632 -1.542 -2.807
H12 -0.425 -0.161 -1.197
H13 1.279 -1.446 0.028
H14 0.215 -2.878 0.094
H15 -0.166 -1.475 1.050
H16 -2.486 -1.712 -1.385

The total charge is +1. Its energy relative to the best compared isomer or geometry (same formula, charge and spin) is 1.131 eV. The gap between HOMO and LUMO is 10.527 eV.